No. 1
Computed, not measured: C2H5NO2S as an isolated structure in a non-equilibrium geometry, with the ωB97M-V functional and the def2-TZVPD basis.

Structure (XYZ):
```
11
Properties=species:S:1:pos:R:3:forces:R:3:mulliken_charge:R:1
C 1.4856 0.5409 -0.3579 1.5057 3.4896 -0.3644 -0.138
C 0.7179 -0.6866 0.0334 -1.1682 0.4731 -0.4744 0.418
H 1.6427 2.6150 0.8071 -3.6976 -3.9373 -2.9930 0.335
H 1.4444 0.6360 -1.7100 0.4467 -0.2950 4.4101 0.197
H 2.7012 0.3096 0.1968 -4.0287 1.0115 -2.2729 0.267
H -0.8318 -2.2064 -0.2104 0.7024 5.2944 1.2753 0.368
H -2.4940 0.0397 1.7665 0.9748 0.7302 -3.3255 0.087
N -0.6420 -0.9332 0.0622 -1.3380 -2.8909 -1.9978 -0.335
O 0.7985 1.8641 0.2179 5.1327 0.7617 1.4457 -0.536
O 1.3922 -1.6365 0.1896 2.6115 -3.2030 0.5589 -0.522
S -1.7947 0.2620 -0.1624 -1.1413 -1.4344 3.7379 -0.140
```
Positions in Å, forces in eV/Å.

highest occupied orbital energy	-0.340	Ha
M	107.13	g/mol
net charge	0
maximum force	6.18	eV/A
ΔE to the lowest compared entry with this formula, charge and spin	776.2	kJ/mol

=====

No. 2
Computed, not measured: C16H12IN3NaO3S as an isolated structure in a non-equilibrium geometry, with the ωB97M-V functional and the def2-TZVPD basis.

Structure (XYZ):
```
37
Properties=species:S:1:pos:R:3:forces:R:3:mulliken_charge:R:1
Na 1.4074 -2.4511 -1.4718 0.7215 -0.1786 -0.7025 0.990
C -2.2247 -3.6486 -0.5059 0.1673 0.1320 0.0024 -1.049
C -2.3530 -2.2787 0.0911 0.4125 -0.0058 -0.0958 0.813
N -3.4985 -2.0057 0.6904 -0.5885 -0.0439 0.2251 -0.797
C -3.6506 -0.7966 1.2353 -0.2034 -0.0153 0.0782 -0.705
C -2.6944 0.1923 1.2074 -0.1461 0.0754 0.2000 0.735
C -2.9884 1.4961 1.9000 0.1712 -0.3209 0.1523 -1.099
O -3.3955 2.5413 1.0183 -0.0393 0.3542 -0.2691 -0.565
C -1.4641 -0.0467 0.5295 -0.0692 -0.3294 0.0107 1.318
C -0.4907 0.9625 0.4184 -0.4404 0.7281 0.7506 -0.895
N 0.6580 0.8572 -0.2098 1.0161 -0.0677 -0.8121 -0.117
C 1.6130 1.7890 -0.1101 -0.4653 -0.3798 0.1331 0.601
C 1.7399 2.7375 0.9441 -0.2848 0.0531 0.1797 -0.442
C 2.7544 3.6605 0.9819 0.1327 0.2082 -0.0435 -0.601
C 3.7243 3.6983 -0.0148 0.2323 0.2671 0.1946 -0.523
C 3.6604 2.7594 -1.0394 0.0487 -0.0839 -0.1820 -0.437
C 2.6377 1.8455 -1.0804 0.3234 -0.2024 -0.5968 -0.338
I 2.5478 0.4797 -2.7095 0.0517 0.2893 0.4348 -0.002
C -1.2598 -1.3630 -0.0431 -1.2537 0.1400 0.5200 -0.419
O -0.2042 -1.7046 -0.6375 -0.1911 -0.2419 -0.0942 -0.956
H -3.0942 -4.2461 -0.2360 -0.0192 0.0173 0.0151 0.373
H -1.3135 -4.1373 -0.1564 0.0623 -0.0893 -0.0729 0.230
H -2.1549 -3.5781 -1.5920 0.0922 -0.1132 -0.1264 0.221
H -4.6165 -0.6235 1.7071 0.0654 0.1273 0.1162 0.302
H -2.1063 1.8344 2.4673 -0.1466 -0.0955 0.0228 0.305
H -3.8214 1.3737 2.6017 0.1182 -0.0644 -0.0850 0.344
H -2.7991 2.4958 0.2630 -0.0057 0.0012 -0.0597 0.425
H -0.7523 1.9355 0.8643 0.0473 -0.0706 0.0084 0.141
H 1.0102 2.7116 1.7419 -0.0441 -0.0257 0.0505 0.331
H 2.7979 4.3752 1.7981 0.0001 -0.0212 0.0407 0.327
H 4.5207 4.4308 0.0108 0.0463 0.0040 -0.0087 0.324
H 4.4186 2.7466 -1.8091 0.0394 0.0139 -0.1002 0.324
S 1.5807 -1.9089 1.9415 1.2010 -0.4173 -1.4245 -0.026
C 2.5489 -2.3325 0.8060 -1.1904 0.5674 1.7444 -0.018
O 2.8175 -5.2880 -4.7519 0.4341 -0.7958 -0.9820 -0.731
C 2.4169 -4.5952 -3.8600 0.1393 -0.1844 -0.2729 0.404
N 2.0277 -3.9178 -2.9904 -0.4349 0.7686 1.0488 -0.785
```
Positions in Å, forces in eV/Å.

expectation value of S²	0.78
2S+1	2
highest occupied orbital energy (alpha / beta)	0.034 / -0.046	Ha
M	476.25	g/mol
net charge	-2
maximum force	2.19	eV/A
ΔE to the lowest compared entry with this formula, charge and spin	48.3	kJ/mol

=====

For reference, E by record: -682.34393; -1865.08744 Ha.